Record 1
Entry from OMol25: a molecular structure, C16H22CeCl2O2Te (the ωB97M-V functional and the def2-TZVPD basis).

The geometry in XYZ format:
```
44
C16H22CeCl2O2Te the ωB97M-V functional and the def2-TZVPD basis
C -0.532 0.936 -2.481
C -1.375 -0.177 -2.191
C -0.558 -1.320 -1.969
C -2.851 -0.159 -2.308
C 0.815 -0.921 -2.097
C 0.828 0.483 -2.433
C 2.000 1.288 -2.869
C -0.986 2.269 -2.962
C -1.077 -2.687 -1.686
C 2.023 -1.804 -2.039
Ce -0.001 0.667 0.010
Cl -2.410 -0.168 0.973
Cl -0.085 3.151 0.394
O 1.829 0.200 0.813
H -3.252 0.824 -2.025
H -3.322 -0.871 -1.624
H -3.178 -0.382 -3.337
H -1.693 -2.676 -0.771
H -0.248 -3.382 -1.504
H -1.693 -3.079 -2.518
H 1.967 -2.489 -1.182
H 2.914 -1.172 -1.917
H 2.117 -2.377 -2.978
H 2.914 0.907 -2.400
H 1.907 2.336 -2.509
H 2.115 1.214 -3.975
H -1.807 2.676 -2.354
H -1.321 2.199 -4.011
H -0.175 3.005 -2.892
H 2.804 0.112 0.718
O 2.882 2.460 -0.717
H 2.904 3.443 -0.541
Te -0.047 -2.290 2.001
C -0.061 -1.143 3.738
C -0.952 -1.557 4.761
C -1.178 -0.723 5.863
C -0.539 0.519 5.933
C 0.415 0.876 4.977
C 0.680 0.050 3.890
H -1.464 -2.508 4.631
H -1.849 -1.052 6.659
H -0.797 1.196 6.752
H 0.949 1.816 5.070
H 1.385 0.310 3.107
```

charge = -2
gap between HOMO and LUMO = 5.034 eV



Record 2
Entry from OMol25: a molecular structure, C16H22Cl7O4P2RuTe (the ωB97M-V functional and the def2-TZVPD basis).

The geometry in XYZ format:
```
53
C16H22Cl7O4P2RuTe the ωB97M-V functional and the def2-TZVPD basis
Ru -0.045 -0.104 -0.477
Cl -3.664 -1.602 5.371
C -2.569 -0.876 4.249
C -1.770 0.194 4.639
Cl -1.904 0.857 6.225
C -0.851 0.732 3.734
Cl 0.193 2.037 4.177
C -0.743 0.215 2.449
O 0.128 0.636 1.548
C -1.605 -0.784 2.029
O -1.487 -1.162 0.761
C -2.471 -1.370 2.946
Cl -3.451 -2.697 2.416
C 1.101 -1.374 -3.262
P 1.843 -0.573 -1.792
C 3.007 0.562 -2.591
C 2.879 -1.916 -1.148
C 1.959 -3.047 -0.726
P 0.542 -2.326 0.194
C 1.403 -1.920 1.750
C -0.408 -3.771 0.707
H 1.828 -2.037 -3.737
H 0.814 -0.603 -3.975
H 0.206 -1.931 -2.996
H 3.435 0.056 -3.456
H 3.801 0.854 -1.901
H 2.473 1.454 -2.905
H 3.454 -1.540 -0.298
H 3.590 -2.213 -1.920
H 2.466 -3.775 -0.091
H 1.574 -3.584 -1.597
H 2.052 -2.754 2.026
H 0.669 -1.774 2.540
H 1.976 -1.003 1.657
H 0.268 -4.408 1.277
H -0.803 -4.316 -0.150
H -1.240 -3.452 1.327
Cl -1.602 0.574 -5.192
C -1.252 1.901 -4.065
Cl -2.763 2.713 -3.605
Cl -0.175 3.055 -4.849
C -0.615 1.312 -2.774
O -1.276 0.372 -2.235
O 0.448 1.767 -2.350
C -0.217 4.433 -1.090
Te 0.053 2.858 0.328
C -1.818 3.258 1.239
H -1.163 4.307 -1.616
H 0.598 4.387 -1.808
H -0.206 5.393 -0.575
H -1.707 4.093 1.926
H -2.141 2.373 1.781
H -2.529 3.497 0.453
```

energy relative to the best compared isomer or geometry (same formula, charge and spin) = 71.8 kcal per mole
expectation value of S² = 0.76
2S+1 = 2
gap between HOMO and LUMO (alpha / beta) = 6.521 / 5.905 eV



Record 3
Entry from OMol25: a molecular structure, C16H22HfN8SSe5 (the ωB97M-V functional and the def2-TZVPD basis).

The geometry in XYZ format:
```
53
C16H22HfN8SSe5 the ωB97M-V functional and the def2-TZVPD basis
Hf -1.303 0.160 0.415
C 1.845 -2.758 1.775
C 1.117 -1.624 1.140
N 0.064 -1.091 1.689
N -0.299 -1.580 2.888
C -1.344 -1.015 3.457
N -1.690 -1.479 4.655
S -2.313 0.260 2.781
C 1.591 -0.989 -0.089
C 2.871 -1.246 -0.577
C 3.347 -0.532 -1.659
C 2.530 0.432 -2.236
C 1.265 0.609 -1.720
N 0.783 -0.084 -0.683
H 1.146 -3.332 2.377
H 2.630 -2.394 2.443
H 2.296 -3.406 1.026
H -1.164 -2.231 5.071
H -2.499 -1.120 5.130
H 3.493 -1.983 -0.091
H 4.345 -0.716 -2.032
H 2.870 1.029 -3.070
H 0.603 1.347 -2.153
Se -3.309 1.797 -0.315
Se -4.791 0.120 0.415
Se -4.288 -1.668 -0.960
Se -2.111 -2.326 -0.248
Se -0.510 3.425 -0.187
N -0.112 2.078 0.939
C 0.889 2.493 1.720
C 1.481 1.766 2.777
C 2.473 2.366 3.496
C 2.938 3.682 3.206
C 2.405 4.410 2.192
C 1.357 3.833 1.426
N 0.734 4.445 0.430
H 1.133 0.770 3.017
H 2.921 1.828 4.321
H 3.727 4.104 3.812
H 2.744 5.407 1.947
N -3.306 -2.230 -4.159
C -2.346 -1.131 -4.515
C -1.315 -0.934 -3.393
N -1.682 0.106 -2.424
H -4.133 -2.226 -4.759
H -3.626 -2.115 -3.184
H -2.868 -3.149 -4.244
H -2.931 -0.224 -4.657
H -1.871 -1.383 -5.461
H -0.339 -0.705 -3.819
H -1.212 -1.867 -2.830
H -2.681 0.044 -2.242
H -1.553 1.026 -2.840
```

charge = +2
energy relative to the best compared isomer or geometry (same formula, charge and spin) = 1.9 kcal per mole
gap between HOMO and LUMO = 6.508 eV



Record 4
Entry from OMol25: a molecular structure, C16H22LiN6O6P2S3 (the ωB97M-V functional and the def2-TZVPD basis).

The geometry in XYZ format:
```
56
C16H22LiN6O6P2S3 the ωB97M-V functional and the def2-TZVPD basis
Li 0.442 -0.521 0.842
C 2.858 -1.360 6.123
S 2.655 -2.706 4.950
C 2.080 -1.919 3.441
S 1.601 -0.285 3.371
N 2.143 -2.833 2.514
N 1.468 -2.569 1.326
C 1.991 -3.198 0.347
C 1.326 -3.374 -0.962
C 2.095 -3.816 -2.036
C 1.488 -4.034 -3.259
C 0.123 -3.824 -3.368
C -0.560 -3.402 -2.236
N 0.011 -3.176 -1.060
H 3.912 -1.136 6.284
H 2.395 -1.643 7.068
H 2.352 -0.479 5.725
H 2.946 -3.707 0.486
H 3.159 -3.973 -1.904
H 2.068 -4.365 -4.111
H -0.405 -3.986 -4.298
H -1.632 -3.232 -2.282
N -2.345 3.109 1.243
C -1.347 2.072 1.756
C -1.049 2.307 3.230
P -2.265 0.446 1.437
O -3.024 0.165 2.837
O -3.309 0.855 0.439
O -1.319 -0.685 1.205
P 0.146 2.389 0.638
O 0.945 3.551 1.444
O -0.483 3.036 -0.554
O 1.038 1.196 0.582
H -3.103 2.527 0.805
H -1.871 3.605 0.461
H -2.683 3.721 1.979
H -1.949 2.182 3.835
H -0.629 3.302 3.386
H -0.318 1.572 3.573
H -2.499 -0.453 3.362
H 1.665 3.146 1.943
N -2.531 2.599 -4.624
C -1.209 2.725 -4.440
S -0.352 3.939 -5.161
C -0.598 1.678 -3.554
C 0.777 1.499 -3.532
C 1.315 0.539 -2.693
N 0.586 -0.264 -1.920
C -0.734 -0.092 -1.951
C -1.362 0.871 -2.722
H -3.005 3.309 -5.154
H -3.064 1.878 -4.172
H 1.413 2.124 -4.143
H 2.390 0.417 -2.627
H -1.316 -0.720 -1.285
H -2.429 0.992 -2.586
```

charge = -1
energy relative to the best compared isomer or geometry (same formula, charge and spin) = 0.0 kcal per mole
gap between HOMO and LUMO = 6.571 eV



Record 5
Entry from OMol25: C16H22N4O in the gas phase (the ωB97M-V functional and the def2-TZVPD basis).

The geometry in XYZ format:
```
43
C16H22N4O the ωB97M-V functional and the def2-TZVPD basis
C 2.837 -2.533 1.312
C 1.417 -2.285 1.654
N 0.908 -2.394 2.845
C -0.418 -2.067 2.724
C -1.426 -2.007 3.679
C -2.684 -1.624 3.261
C -2.950 -1.306 1.928
C -1.964 -1.361 0.962
C -0.698 -1.746 1.374
N 0.495 -1.908 0.707
C 0.751 -1.615 -0.672
C 1.254 -0.179 -0.900
O 2.092 0.077 -1.738
N 0.663 0.737 -0.114
C 0.964 2.149 -0.176
C -0.287 3.014 -0.462
N -0.724 3.128 -1.827
C 0.167 3.870 -2.716
C 0.064 3.181 -4.077
C -0.212 1.731 -3.693
C -1.158 1.911 -2.506
H 3.266 -1.671 0.802
H 2.927 -3.399 0.656
H 3.388 -2.726 2.227
H -1.218 -2.254 4.707
H -3.488 -1.567 3.979
H -3.949 -1.010 1.646
H -2.181 -1.116 -0.069
H 1.500 -2.301 -1.075
H -0.174 -1.745 -1.245
H -0.024 0.446 0.567
H 1.712 2.273 -0.961
H 1.399 2.462 0.780
H -0.079 4.028 -0.109
H -1.123 2.623 0.128
H 1.205 3.846 -2.361
H -0.152 4.916 -2.756
H -0.779 3.584 -4.640
H 0.971 3.301 -4.667
H -0.657 1.153 -4.501
H 0.709 1.242 -3.375
H -1.167 1.053 -1.834
H -2.183 2.070 -2.867
```

energy relative to the best compared isomer or geometry (same formula, charge and spin) = 1.3 kcal per mole
SMILES string = Cc1nc2ccccc2n1CC(=O)NCCN1CCCC1
gap between HOMO and LUMO = 8.829 eV



Record 6
Entry from OMol25: a molecular structure, C16H22N4O2S (the ωB97M-V functional and the def2-TZVPD basis).

The geometry in XYZ format:
```
45
C16H22N4O2S the ωB97M-V functional and the def2-TZVPD basis
C -2.365 -0.104 -3.272
C -2.109 0.793 -2.070
C -2.559 0.187 -0.717
C -4.076 -0.017 -0.655
C -1.897 -1.109 -0.498
N -1.390 -2.120 -0.301
C -2.142 1.191 0.385
O -2.914 2.061 0.738
N -0.894 1.041 0.878
C -0.350 1.915 1.906
C 0.030 1.099 3.108
C 1.202 1.084 3.733
C 2.410 1.904 3.366
N 3.368 1.156 2.533
C 3.000 0.935 1.225
O 2.604 1.831 0.507
C 3.326 -0.428 0.639
C 2.413 -0.823 -0.485
C 2.071 -2.098 -0.832
C 1.242 -2.117 -1.990
C 0.669 -3.355 -2.604
N 0.977 -0.935 -2.492
S 1.714 0.245 -1.624
H -2.017 0.388 -4.180
H -1.816 -1.041 -3.179
H -3.425 -0.325 -3.398
H -1.044 1.024 -2.007
H -2.646 1.740 -2.165
H -4.376 -0.367 0.331
H -4.563 0.938 -0.843
H -4.392 -0.746 -1.398
H -0.298 0.320 0.500
H 0.497 2.470 1.503
H -1.145 2.618 2.153
H -0.756 0.442 3.469
H 1.320 0.415 4.580
H 2.143 2.801 2.813
H 2.932 2.228 4.266
H 3.656 0.302 2.992
H 4.347 -0.352 0.251
H 3.326 -1.210 1.399
H 2.374 -2.981 -0.288
H 1.062 -4.246 -2.119
H -0.415 -3.356 -2.490
H 0.905 -3.394 -3.668
```

energy relative to the best compared isomer or geometry (same formula, charge and spin) = 25.0 kcal per mole
gap between HOMO and LUMO = 9.588 eV



Record 7
Entry from OMol25: C16H22N4O5S in the gas phase (the ωB97M-V functional and the def2-TZVPD basis).

The geometry in XYZ format:
```
48
C16H22N4O5S the ωB97M-V functional and the def2-TZVPD basis
C 6.414 0.593 -0.254
C 5.531 1.133 0.867
O 4.262 1.550 0.409
C 3.303 0.625 0.133
C 3.412 -0.744 0.323
C 2.349 -1.582 0.014
C 1.166 -1.077 -0.488
O 0.040 -1.803 -0.787
C 0.122 -3.208 -0.892
C 0.891 -3.666 -2.127
C 1.052 0.314 -0.681
N -0.167 0.787 -1.192
C -0.709 2.009 -0.985
O -0.167 2.936 -0.419
C -2.155 2.104 -1.485
N -3.081 1.627 -0.476
C -3.324 2.478 0.664
S -3.075 0.006 -0.170
O -4.333 -0.355 0.415
O -2.691 -0.660 -1.385
C -1.868 -0.374 1.089
C -0.841 0.232 1.764
N -0.295 -0.643 2.643
C -0.966 -1.755 2.517
N -1.939 -1.645 1.589
C 2.109 1.145 -0.375
H 6.530 1.349 -1.026
H 7.394 0.337 0.140
H 5.972 -0.292 -0.706
H 5.430 0.397 1.675
H 5.979 2.039 1.284
H 4.310 -1.190 0.720
H 2.468 -2.640 0.188
H 0.554 -3.640 0.021
H -0.922 -3.526 -0.968
H 0.882 -4.751 -2.184
H 1.922 -3.321 -2.089
H 0.424 -3.260 -3.020
H -0.780 0.051 -1.534
H -2.305 1.495 -2.377
H -2.396 3.148 -1.699
H -3.865 3.368 0.338
H -2.399 2.785 1.159
H -3.946 1.916 1.356
H -0.454 1.226 1.675
H -0.778 -2.648 3.079
H -2.620 -2.324 1.290
H 2.023 2.209 -0.508
```

energy relative to the best compared isomer or geometry (same formula, charge and spin) = 2.3 kcal per mole
SMILES string = CCOc1ccc(OCC)c(NC(=O)CN(C)S(=O)(=O)c2cnc[nH]2)c1
gap between HOMO and LUMO = 8.381 eV



Record 8
Entry from OMol25: a molecular structure, C16H23AgAs2NO3 (the ωB97M-V functional and the def2-TZVPD basis).

The geometry in XYZ format:
```
46
C16H23AgAs2NO3 the ωB97M-V functional and the def2-TZVPD basis
Ag -0.235 0.193 -0.707
O -1.132 -0.361 -2.629
C -0.737 -0.417 -3.806
O 1.179 1.198 -2.270
C 1.094 1.228 -3.497
O 1.841 2.030 -4.271
N 0.246 0.451 -4.300
C 1.468 1.833 -5.674
C 0.576 0.622 -5.718
H 2.384 1.699 -6.254
H 0.935 2.724 -6.028
H 1.109 -0.263 -6.095
H -0.325 0.788 -6.310
C -1.294 -1.354 -4.771
C -2.445 -2.030 -4.569
H -0.717 -1.505 -5.692
H -3.108 -1.843 -3.725
H -2.737 -2.776 -5.306
C 1.457 -1.999 0.692
As 1.304 -0.025 1.247
C 2.185 1.710 1.938
C 0.868 -0.603 3.093
C 1.775 -1.253 3.938
C 1.299 -1.818 5.136
C -0.050 -1.712 5.482
C -0.946 -1.023 4.645
C -0.478 -0.454 3.452
As -1.689 0.249 2.007
C -3.091 0.671 3.324
C -1.183 2.141 1.866
H 1.759 -2.005 -0.360
H 0.482 -2.484 0.808
H 2.218 -2.433 1.342
H 1.469 2.310 2.514
H 3.008 1.359 2.570
H 2.552 2.268 1.067
H 2.829 -1.338 3.657
H 1.987 -2.349 5.792
H -0.426 -2.156 6.407
H -2.002 -0.939 4.911
H -2.659 1.146 4.212
H -3.789 1.353 2.828
H -3.614 -0.251 3.598
H -0.301 2.232 1.221
H -1.016 2.576 2.859
H -2.048 2.609 1.376
```

charge = +1
gap between HOMO and LUMO = 6.919 eV



Record 9
Entry from OMol25: a molecular structure, C16H23BBr36O (the ωB97M-V functional and the def2-TZVPD basis).

The geometry in XYZ format:
```
77
C16H23BBr36O the ωB97M-V functional and the def2-TZVPD basis
B -2.299 -1.527 -0.933
C -2.264 -2.307 -2.317
C -0.996 -3.139 -2.636
C 0.077 -2.409 -3.444
O 0.950 -1.614 -2.661
C 0.615 -0.238 -2.600
H -1.441 -1.621 -0.116
H -3.185 -0.750 -0.785
H -2.382 -1.535 -3.087
H -3.146 -2.945 -2.341
H -1.297 -4.004 -3.234
H -0.522 -3.520 -1.732
H 0.698 -3.178 -3.913
H -0.365 -1.842 -4.272
H 1.277 0.353 -3.243
H -0.419 -0.062 -2.906
H 0.754 0.108 -1.577
C -3.079 -5.576 1.150
Br -2.771 -4.077 -0.037
Br -4.951 -5.906 1.404
Br -2.154 -7.129 0.509
H -2.670 -5.319 2.119
C -3.069 -5.722 5.440
Br -2.711 -4.159 4.376
Br -4.949 -6.022 5.652
Br -2.177 -7.266 4.722
H -2.659 -5.538 6.423
C -0.620 2.344 1.065
Br -1.538 2.943 2.643
Br -1.227 0.586 0.507
Br -0.751 3.610 -0.377
H 0.428 2.268 1.321
C -3.133 6.151 -2.561
Br -2.915 7.895 -1.782
Br -4.631 6.092 -3.760
Br -1.517 5.557 -3.413
H -3.339 5.466 -1.751
C 4.272 -0.039 -0.363
Br 2.907 1.053 0.447
Br 5.084 0.861 -1.847
Br 5.575 -0.604 0.929
H 3.784 -0.926 -0.744
C -6.491 -8.268 9.133
Br -6.256 -6.422 9.610
Br -7.938 -8.498 7.888
Br -4.865 -9.055 8.482
H -6.756 -8.796 10.038
C -3.659 -8.651 12.648
Br -3.281 -7.064 11.639
Br -5.556 -8.936 12.827
Br -2.782 -10.192 11.909
H -3.266 -8.505 13.643
C -2.793 -3.497 -6.463
Br -2.130 -1.712 -6.187
Br -1.406 -4.809 -6.241
Br -4.310 -3.869 -5.346
H -3.124 -3.557 -7.489
C -2.042 11.301 -3.436
Br -1.783 13.070 -2.730
Br -3.558 11.220 -4.612
Br -0.454 10.632 -4.280
H -2.255 10.651 -2.600
C 2.829 11.815 -7.046
Br 1.144 12.267 -7.848
Br 3.138 12.820 -5.438
Br 2.972 9.923 -6.732
H 3.605 12.084 -7.748
C 7.755 4.203 -0.528
Br 6.208 3.581 0.416
Br 9.201 2.939 -0.404
Br 7.346 4.627 -2.358
H 8.084 5.115 -0.052
C 12.957 1.980 -0.279
Br 14.393 1.901 -1.553
Br 12.317 0.224 0.175
Br 13.448 2.979 1.286
H 12.141 2.509 -0.751
```

gap between HOMO and LUMO = 9.117 eV



Number 1: DFT total energy -66313.7880 eV. Number 2: DFT total energy -141248.5087 eV. Number 3: DFT total energy -367733.8037 eV. Number 4: DFT total energy -89473.1711 eV. Number 5: DFT total energy -24957.9333 eV. Number 6: DFT total energy -37840.2104 eV. Number 7: DFT total energy -43981.5286 eV. Number 8: DFT total energy -150265.7555 eV. Number 9: DFT total energy -2541212.1336 eV.